(1)
# C5H9NO2

One molecule with the formula C5H9NO2 at a distorted geometry (wB97M-V/def2-TZVPD, the OMol25 dataset).

As for the orbital gap: 9.2 eV. For the energy above the lowest of the compared OMol25 structures with the same formula, charge and spin, the calculation gives 566.2 kJ/mol. As for the HOMO energy: -0.306 Eh. Its SMILES is CC1(N)[C@H]2OCO[C@@H]21. As for the lowest unoccupied orbital energy: 0.92 eV.

Element x y z (Å)
C1 -2.16367 -1.08085 -0.38365
C2 -1.24590 0.05685 -0.06415
N1 -1.78763 1.25547 0.39262
C3 0.14797 -0.26084 0.80004
O1 1.51157 -0.82543 0.86820
C4 2.24327 0.04104 -0.10296
O2 1.27451 0.77901 -0.92251
C5 0.12199 -0.02049 -0.63098
H1 -2.77605 -1.32020 0.42072
H2 -2.64325 -0.74108 -1.32758
H3 -1.64249 -1.96434 -0.64676
H4 -1.11851 2.08233 0.29500
H5 -2.32966 1.29159 1.22155
H6 0.23570 0.69186 1.40981
H7 2.77168 -0.53781 -0.83874
H8 2.85787 0.66444 0.53642
H9 0.24749 -0.99791 -1.09408

How is the electron density shared among the atoms? According to Mulliken, the charges in e are: atom 1 (C): -1.48, atom 2 (C): 0.99, atom 3 (N): -0.57, atom 4 (C): -0.45, atom 5 (O): -0.39, atom 6 (C): -0.28, atom 7 (O): -0.44, atom 8 (C): -0.02, atom 9 (H): 0.45, atom 10 (H): 0.34, atom 11 (H): 0.34, atom 12 (H): 0.31, atom 13 (H): 0.22, atom 14 (H): 0.15, atom 15 (H): 0.32, atom 16 (H): 0.28, atom 17 (H): 0.23

=====

(2)
# C39H44F10N6OY

C39H44F10N6OY as an isolated structure at a distorted geometry (wB97M-V/def2-TZVPD, the OMol25 dataset).

As for the orbital gap: 6.9 eV. For the energy above the lowest of the compared OMol25 structures with the same formula, charge and spin, the calculation gives 72.2 kJ/mol. The total charge is +1. As for the HOMO energy: -0.348 Eh. As for the lowest unoccupied orbital energy: -2.58 eV.

Element x y z (Å)
Y1 0.28489 0.03597 0.83003
C1 2.41507 -1.10977 3.16652
N1 1.28934 -0.16945 3.13272
C2 0.24027 -0.58054 4.07168
C3 -0.47472 -1.83001 3.59483
N2 -0.71970 -1.73897 2.15968
C4 -1.35214 -2.79105 1.58794
C5 -1.85748 -3.97128 2.19143
F1 -1.79555 -4.15416 3.52502
C6 -2.44154 -5.00647 1.47884
F2 -2.87971 -6.07857 2.14052
C7 -2.58417 -4.95747 0.10147
F3 -3.14797 -5.95957 -0.58170
C8 -2.11893 -3.82323 -0.53529
F4 -2.22446 -3.69785 -1.87471
C9 -1.54711 -2.80570 0.19454
F5 -1.12088 -1.70264 -0.52743
C10 1.71625 1.20616 3.42628
C11 2.73512 1.70452 2.41809
N3 2.37150 1.22243 1.09223
C12 3.26428 1.50825 0.09603
C13 3.12405 0.84383 -1.12862
F6 2.07747 -0.03513 -1.22702
C14 3.92049 1.01412 -2.23660
F7 3.67283 0.31195 -3.35172
C15 4.97727 1.90763 -2.18261
F8 5.77067 2.10118 -3.24036
C16 5.17697 2.59414 -0.99661
F9 6.17802 3.47147 -0.90800
C17 4.34936 2.40561 0.10153
F10 4.62090 3.16765 1.18041
H1 2.90352 -1.08369 4.14848
H2 3.13467 -0.84597 2.39498
H3 2.05469 -2.11697 2.97195
H4 -0.45061 0.25720 4.16793
H5 0.66188 -0.74733 5.07354
H6 -1.39590 -1.91687 4.18277
H7 0.12314 -2.71316 3.84810
H8 2.13340 1.28138 4.44048
H9 0.82123 1.84204 3.38853
H10 3.74025 1.36853 2.70222
H11 2.74835 2.79661 2.49449
O1 -0.12514 3.23386 2.27957
C18 -0.31861 4.43829 1.54195
C19 -0.47741 4.15448 0.05630
C20 0.79674 3.52105 -0.49426
C21 0.61253 2.80887 -1.79872
C22 0.92088 3.43073 -3.01113
C23 0.80062 2.72970 -4.19192
C24 0.37230 1.40629 -4.14043
C25 0.06733 0.87699 -2.90508
N4 0.15924 1.55491 -1.75511
H12 -0.97782 2.78575 2.35630
H13 0.57239 5.04267 1.72174
H14 -1.17772 4.99247 1.93067
H15 -0.72922 5.07277 -0.48057
H16 -1.31505 3.46337 -0.07486
H17 1.17152 2.80643 0.24615
H18 1.58082 4.27502 -0.60335
H19 1.28500 4.44839 -3.00295
H20 1.05571 3.19113 -5.13613
H21 0.28703 0.79883 -5.02862
H22 -0.26264 -0.15607 -2.82664
C26 1.34611 -3.83278 -2.82191
C27 2.27123 -3.91770 -1.60280
C28 3.71804 -3.59678 -1.99402
C29 2.17012 -5.28960 -0.92634
C30 1.82250 -2.90500 -0.62801
N5 1.47267 -2.12076 0.13205
H23 1.72766 -4.50383 -3.59042
H24 1.32918 -2.82259 -3.23077
H25 0.32811 -4.13125 -2.57207
H26 4.07865 -4.38306 -2.65523
H27 4.36517 -3.56077 -1.11948
H28 3.78420 -2.64290 -2.51662
H29 2.45061 -6.05422 -1.65016
H30 1.15424 -5.48937 -0.58743
H31 2.84329 -5.35895 -0.07374
C31 -4.30086 -0.92876 -1.14381
N6 -4.16585 0.33037 -1.93384
C32 -5.44786 1.08843 -1.94501
C33 -2.93226 1.14375 -1.51745
C34 -2.95912 1.52259 -0.06944
C35 -3.92756 2.44819 0.33288
C36 -4.13662 2.72562 1.67271
C37 -3.37177 2.04685 2.61028
C38 -2.35945 1.19581 2.17752
C39 -2.04225 0.93732 0.83223
H32 -5.25799 -1.38278 -1.38665
H33 -4.24381 -0.66954 -0.08956
H34 -3.48417 -1.58357 -1.41648
H35 -3.98260 0.06211 -2.90179
H36 -5.75122 1.26967 -0.91825
H37 -6.18741 0.47661 -2.45548
H38 -5.29840 2.02680 -2.47169
H39 -2.90011 1.98256 -2.21661
H40 -2.09691 0.47708 -1.71458
H41 -4.51855 2.97786 -0.40646
H42 -4.88654 3.44218 1.97758
H43 -3.54089 2.19938 3.66788
H44 -1.76313 0.74032 2.95746

Mulliken population analysis, charges in e, atoms 1 to 99: atom 1 (Y): 0.10, atom 2 (C): -1.33, atom 3 (N): 1.00, atom 4 (C): -1.29, atom 5 (C): -1.61, atom 6 (N): 1.12, atom 7 (C): -1.01, atom 8 (C): 0.53, atom 9 (F): -0.34, atom 10 (C): 0.20, atom 11 (F): -0.30, atom 12 (C): 0.60, atom 13 (F): -0.34, atom 14 (C): -0.63, atom 15 (F): -0.47, atom 16 (C): 0.40, atom 17 (F): 0.68, atom 18 (C): -0.88, atom 19 (C): -1.74, atom 20 (N): 1.37, atom 21 (C): -1.06, atom 22 (C): 0.19, atom 23 (F): 0.47, atom 24 (C): -0.46, atom 25 (F): -0.40, atom 26 (C): 0.68, atom 27 (F): -0.32, atom 28 (C): 0.11, atom 29 (F): -0.31, atom 30 (C): 0.76, atom 31 (F): -0.35, atom 32 (H): 0.29, atom 33 (H): 0.22, atom 34 (H): 0.32, atom 35 (H): 0.59, atom 36 (H): 0.36, atom 37 (H): 0.55, atom 38 (H): 0.69, atom 39 (H): 0.40, atom 40 (H): 0.33, atom 41 (H): 0.60, atom 42 (H): 0.45, atom 43 (O): -0.52, atom 44 (C): -1.03, atom 45 (C): -0.17, atom 46 (C): 0.67, atom 47 (C): -0.13, atom 48 (C): -0.81, atom 49 (C): -0.89, atom 50 (C): -1.26, atom 51 (C): -0.15, atom 52 (N): 1.35, atom 53 (H): 0.01, atom 54 (H): 0.47, atom 55 (H): 0.50, atom 56 (H): 0.47, atom 57 (H): -0.16, atom 58 (H): -1.67, atom 59 (H): 0.91, atom 60 (H): 0.59, atom 61 (H): 0.43, atom 62 (H): 0.54, atom 63 (H): 0.20, atom 64 (C): -1.39, atom 65 (C): 2.32, atom 66 (C): -1.73, atom 67 (C): -1.71, atom 68 (C): -0.59, atom 69 (N): 0.03, atom 70 (H): 0.47, atom 71 (H): 0.25, atom 72 (H): 0.21, atom 73 (H): 0.48, atom 74 (H): 0.39, atom 75 (H): 0.28, atom 76 (H): 0.44, atom 77 (H): 0.33, atom 78 (H): 0.38, atom 79 (C): -0.95, atom 80 (N): 0.15, atom 81 (C): -0.97, atom 82 (C): -0.59, atom 83 (C): 0.41, atom 84 (C): -0.61, atom 85 (C): -1.49, atom 86 (C): 0.05, atom 87 (C): -1.61, atom 88 (C): 2.73, atom 89 (H): 0.46, atom 90 (H): 0.35, atom 91 (H): 0.34, atom 92 (H): 0.36, atom 93 (H): 0.49, atom 94 (H): 0.38, atom 95 (H): 0.34, atom 96 (H): 0.58, atom 97 (H): -0.74, atom 98 (H): 0.70, atom 99 (H): 0.40

=====

(3)
# C13H26Cl2NO4P2Tm

C13H26Cl2NO4P2Tm as an isolated structure at a distorted geometry (wB97M-V/def2-TZVPD, the OMol25 dataset).

Its spin multiplicity is 3. As for the orbital gap (spin up / spin down): 7.5 / 7.5 eV. As for the HOMO energy (spin up / spin down): -0.261 / -0.260 Eh. As for the lowest unoccupied orbital energy (spin up / spin down): 0.45 / 0.46 eV. As for the expectation value of S²: 2.002.

Element x y z (Å)
C1 -0.75874 1.04379 -3.73472
C2 -0.77238 0.50301 -2.44073
N1 0.00271 1.02915 -1.46802
C3 0.83756 2.05053 -1.74207
C4 0.91958 2.59244 -3.02957
C5 0.10404 2.09303 -4.04308
C6 -1.68795 -0.69778 -2.12852
P1 -2.16305 -0.77699 -0.37427
Tm1 0.01955 -0.04956 0.88273
P2 2.16032 1.45411 0.68357
C7 1.71023 2.65537 -0.60873
O1 -0.49862 -3.37113 -2.45159
O2 0.53743 -3.65306 0.00733
H1 -1.43900 0.61722 -4.46210
H2 1.62955 3.39434 -3.19250
H3 0.14108 2.51183 -5.04673
C8 -3.56733 0.30917 -0.03184
C9 -2.63906 -2.46603 0.05908
H4 2.63667 3.09478 -1.00860
H5 1.13520 3.45926 -0.11218
H6 -1.18626 -1.67248 -2.40636
H7 -2.62732 -0.61041 -2.69745
C10 2.41700 2.33760 2.24499
C11 3.70195 0.63214 0.22985
H8 0.91648 -2.70730 -0.05913
H9 0.39276 -3.79567 0.96045
H10 -0.15140 -3.70931 -1.58761
H11 0.25074 -3.43684 -3.06923
H12 -0.82762 1.63271 1.19830
H13 1.02889 -1.31453 -0.18827
H14 -4.48288 -0.01060 -0.53953
H15 -3.73564 0.32102 1.05375
H16 -3.31775 1.33897 -0.30992
H17 -3.50337 -2.80009 -0.52252
H18 -1.79226 -3.14222 -0.10789
H19 -2.87285 -2.50814 1.13121
H20 4.55740 1.31335 0.18444
H21 3.89181 -0.15449 0.97276
H22 3.55617 0.12136 -0.72887
H23 3.27192 3.02031 2.20179
H24 1.50189 2.88693 2.49818
H25 2.56952 1.60319 3.04813
Cl1 -1.10126 -2.47160 4.83504
C12 -0.27065 -0.90376 5.00101
Cl2 1.49576 -0.98824 5.24191
C13 -0.41599 -0.26559 3.65125
O3 -0.95601 0.83449 3.47947
O4 0.10648 -1.01604 2.71952
H26 -0.72528 -0.32824 5.80725

How is the electron density shared among the atoms? According to Mulliken, the charges in e are: atom 1 (C): -0.86, atom 2 (C): 0.41, atom 3 (N): 0.41, atom 4 (C): 0.57, atom 5 (C): -0.86, atom 6 (C): -0.52, atom 7 (C): -0.80, atom 8 (P): 0.84, atom 9 (Tm): -0.51, atom 10 (P): 0.86, atom 11 (C): -1.09, atom 12 (O): -0.68, atom 13 (O): -0.80, atom 14 (H): 0.48, atom 15 (H): 0.45, atom 16 (H): 0.41, atom 17 (C): -1.30, atom 18 (C): -1.09, atom 19 (H): 0.47, atom 20 (H): 0.35, atom 21 (H): 0.23, atom 22 (H): 0.53, atom 23 (C): -1.18, atom 24 (C): -1.27, atom 25 (H): 0.18, atom 26 (H): 0.30, atom 27 (H): 0.39, atom 28 (H): 0.28, atom 29 (H): -0.01, atom 30 (H): 0.03, atom 31 (H): 0.41, atom 32 (H): 0.35, atom 33 (H): 0.33, atom 34 (H): 0.40, atom 35 (H): 0.27, atom 36 (H): 0.38, atom 37 (H): 0.40, atom 38 (H): 0.32, atom 39 (H): 0.32, atom 40 (H): 0.42, atom 41 (H): 0.32, atom 42 (H): 0.32, atom 43 (Cl): -0.16, atom 44 (C): 0.05, atom 45 (Cl): -0.17, atom 46 (C): 0.42, atom 47 (O): -0.55, atom 48 (O): -0.38, atom 49 (H): 0.34